1.
DFT (ωB97M-V with the def2-TZVPD basis set) results for a single C23H31N3O3 molecule.

The geometry in XYZ format:
```
60
C23H31N3O3, DFT ωB97M-V with the def2-TZVPD basis set
C -2.4134 -3.5936 0.0942
C -3.3833 -2.4315 0.2523
H -3.8155 -2.1590 -0.7155
H -4.1798 -2.6738 0.9582
O -2.7355 -1.2857 0.8051
C -2.0661 -0.5013 -0.0415
O -1.9895 -0.7082 -1.2253
C -1.3910 0.6529 0.6941
C -0.6002 1.5194 -0.2952
H -1.2400 1.8036 -1.1299
H -0.2673 2.4228 0.2207
C 0.6170 0.7829 -0.8675
N 1.4585 0.2795 0.1905
C 2.6805 0.7347 0.5612
O 3.2237 0.3291 1.5726
C 3.3301 1.7579 -0.3594
H 2.7639 2.6907 -0.2910
H 3.2939 1.3996 -1.3899
C 4.7912 2.0118 0.0331
C 5.6545 0.8565 -0.3465
C 5.9764 -0.2480 0.4138
N 6.7412 -1.0491 -0.3534
N 6.9365 -0.5335 -1.5630
C 6.2854 0.6150 -1.5775
H 6.2935 1.2296 -2.4565
C 7.3219 -2.3095 0.0060
H 7.8332 -2.7007 -0.8712
H 6.5484 -3.0123 0.3215
H 8.0411 -2.1868 0.8189
H 5.6990 -0.5014 1.4160
H 4.8442 2.1651 1.1119
H 5.1440 2.9131 -0.4733
C 0.7558 -0.6466 1.0532
C -0.4173 0.0582 1.7304
H -0.9486 -0.6416 2.3757
H -0.0237 0.8674 2.3496
H 1.4650 -1.0088 1.7997
H 0.4004 -1.4896 0.4507
H 1.1715 1.4553 -1.5185
H 0.2669 -0.0642 -1.4663
C -2.4486 1.4779 1.4542
H -2.9621 0.8091 2.1469
H -1.9217 2.2321 2.0446
C -3.4912 2.1923 0.5847
C -4.4136 1.2462 -0.1318
C -4.3763 1.1099 -1.5125
C -5.2286 0.2327 -2.1600
C -6.1369 -0.5168 -1.4332
C -6.1911 -0.3804 -0.0559
C -5.3369 0.4957 0.5876
H -5.3872 0.6018 1.6622
H -6.9025 -0.9576 0.5172
H -6.8019 -1.2030 -1.9370
H -5.1808 0.1339 -3.2342
H -3.6711 1.6901 -2.0899
H -4.0870 2.8274 1.2468
H -2.9938 2.8426 -0.1355
H -2.9503 -4.4711 -0.2541
H -1.6467 -3.3407 -0.6340
H -1.9382 -3.8215 1.0456
```

As for the structure (SMILES): CCOC(=O)C1(CCc2ccccc2)CCN(C(=O)CCc2cnn(C)c2)CC1. The calculation puts the highest occupied orbital energy at -8.6 eV. As for the spin multiplicity: 1.

---

2.
DFT (ωB97M-V with the def2-TZVPD basis set) results for 9 unconnected molecules or ions with the total composition C36H48N9O15.

The geometry in XYZ format:
```
108
C36H48N9O15, DFT ωB97M-V with the def2-TZVPD basis set
N -32.4778 -49.1081 -43.8900
O -32.5066 -50.3654 -44.0875
O -31.5558 -48.6515 -43.1102
O -33.2187 -48.3665 -44.5907
C -28.9067 -52.3930 -41.9056
C -27.4613 -52.6412 -41.3845
C -26.5051 -51.4615 -41.6332
C -27.0332 -50.1471 -42.1773
C -28.4519 -49.9722 -42.8284
C -29.4047 -51.1829 -42.5417
N -26.1438 -48.9894 -42.1994
O -26.2685 -48.1398 -43.1956
O -25.3648 -48.9165 -41.3716
H -29.5362 -53.2202 -41.6719
H -26.9610 -53.5148 -40.9435
H -25.5740 -51.4338 -41.3127
H -28.8252 -48.9662 -43.3264
H -30.4172 -51.2935 -42.7799
C -33.8453 -43.6789 -43.3597
C -33.5055 -45.2336 -43.4319
C -34.3395 -46.2134 -42.5042
C -35.4403 -45.5972 -41.6092
C -35.8715 -44.1085 -41.9048
C -34.9846 -43.1766 -42.7504
N -35.9145 -46.3987 -40.6041
O -35.4398 -47.4827 -40.4180
O -36.9325 -45.9423 -39.9032
H -33.0853 -43.0623 -43.9694
H -32.6683 -45.6962 -44.0027
H -34.0994 -47.2884 -42.6599
H -36.6541 -43.6628 -41.2815
H -35.0208 -42.0861 -42.9223
C -36.3641 -51.0362 -41.1391
C -35.0521 -50.8642 -41.9574
C -34.0015 -51.8707 -41.6512
C -34.2170 -53.0986 -40.6398
C -35.5731 -53.0587 -39.8536
C -36.5843 -52.0395 -40.2722
N -33.1320 -54.0605 -40.3516
O -31.9078 -53.6492 -40.4834
O -33.3574 -54.9089 -39.5181
H -37.2333 -50.5763 -41.5715
H -34.9617 -50.1530 -42.8070
H -33.1150 -51.6390 -42.3441
H -35.7889 -53.8151 -39.1642
H -37.6752 -52.1327 -39.9122
C -30.0499 -46.8549 -47.4041
C -28.6629 -46.8762 -47.5286
C -27.8564 -48.1958 -47.1259
C -28.6317 -49.3994 -46.6587
C -30.2232 -49.2327 -46.4525
C -30.8119 -47.9661 -46.9836
N -28.0630 -50.6571 -46.1911
O -28.8807 -51.5455 -45.9216
O -26.8739 -50.7412 -46.2119
H -30.5801 -45.9244 -47.8510
H -28.0426 -46.0643 -48.1236
H -26.8495 -48.2160 -47.2555
H -30.9283 -50.0204 -46.1895
H -31.9151 -47.7642 -46.9921
C -34.1524 -49.8395 -47.4266
O -33.8834 -49.3058 -48.4606
N -35.1777 -50.6998 -47.3043
C -35.3989 -51.2739 -45.9910
C -36.0388 -51.0294 -48.4510
H -33.4947 -49.8406 -46.5532
H -35.0175 -50.5655 -45.3935
H -34.9114 -52.2535 -45.9325
H -36.5106 -51.6185 -45.6263
H -35.7280 -50.3017 -49.3454
H -36.9165 -50.5592 -48.0816
H -35.9389 -52.0432 -48.3474
C -32.9480 -56.0153 -45.6818
O -32.6303 -57.1250 -46.1072
N -31.9511 -55.0959 -45.5806
C -32.2372 -53.6829 -45.1895
C -30.6518 -55.4555 -45.4737
H -33.9135 -55.7023 -45.6044
H -32.0800 -53.0815 -46.0605
H -31.5847 -53.1784 -44.3789
H -33.3398 -53.4450 -44.6646
H -30.2637 -55.7501 -46.5217
H -30.2467 -56.2367 -44.7410
H -29.9705 -54.4912 -45.3502
C -30.7581 -48.3333 -37.7556
O -29.6488 -48.9335 -37.4911
N -31.2700 -48.5600 -39.0495
C -32.5852 -48.0387 -39.2880
C -30.5648 -49.2641 -40.0370
H -31.3053 -47.6785 -37.0804
H -32.9023 -48.7232 -39.9136
H -32.6767 -46.9800 -39.7264
H -33.1098 -48.1485 -38.5084
H -31.1299 -50.1503 -40.2708
H -29.6270 -49.6919 -39.8479
H -30.4340 -48.4151 -40.9946
C -36.2085 -44.6495 -47.9306
O -35.6543 -43.6162 -47.4551
N -36.2380 -45.8190 -47.3458
C -36.6676 -47.0598 -47.9338
C -35.9178 -45.9294 -45.8373
H -36.7164 -44.5731 -48.9451
H -36.8463 -46.9803 -48.9575
H -37.4996 -47.4215 -47.3852
H -35.9425 -47.8892 -47.9658
H -35.8906 -44.9651 -45.4270
H -34.9351 -46.4672 -45.5395
H -36.5251 -46.4667 -45.3769
```

As for the net charge: -1. The calculation puts the highest occupied orbital energy at -6.6 eV. As for the spin multiplicity: 1.

---

| no. | DFT total energy (Eh) |
| --- | --- |
| 1 | -1285.05511 |
| 2 | -3020.88155 |